[1]
Formula: C2H4O3S
Source: the OMol25 dataset
Level of theory: ωB97M-V/def2-TZVPD

The calculation puts the frontier orbital gap at 9.72 eV. The spin multiplicity is 1. The calculation puts the energy above the lowest of the compared OMol25 structures with the same formula, charge and spin at 269.5 kJ/mol.

Each line ends with the natural charge from an NBO analysis.
CARTESIAN COORDINATES (ANGSTROEM)
1 C 1.72 -1.15 0.24  0.2985
2 C -1.32 1.53 0.13  -0.9153
3 O -1.06 -1.01 0.53  -0.9037
4 O -0.50 -0.11 -1.83  -0.8516
5 O 1.40 -0.08 -0.22  -0.5381
6 S -0.85 0.12 -0.43  2.0955
7 H 2.68 -1.71 -0.04  0.1409
8 H 1.00 -1.56 1.04  0.1657
9 H -1.68 1.58 1.10  0.2540
10 H -1.38 2.39 -0.51  0.2540

[2]
Formula: C4H2
Source: the OMol25 dataset
Level of theory: ωB97M-V/def2-TZVPD

The calculation puts the frontier orbital gap at 10.68 eV. The spin multiplicity is 1. The calculation puts the energy above the lowest of the compared OMol25 structures with the same formula, charge and spin at 28.0 kJ/mol.

Each line ends with the natural charge from an NBO analysis.
CARTESIAN COORDINATES (ANGSTROEM)
1 C 0.68 -0.19 -0.09  -0.1008
2 C 1.80 -0.11 0.33  -0.1400
3 C -0.66 -0.15 -0.39  -0.0764
4 C -1.85 0.03 -0.46  -0.1613
5 H 2.79 -0.03 0.73  0.2391
6 H -2.76 0.45 -0.13  0.2395

[3]
Formula: C10H14CrF6NO4S3SiTe
Source: the OMol25 dataset
Level of theory: ωB97M-V/def2-TZVPD

The calculation puts the frontier orbital gap (spin up / spin down) at 6.90 / 7.07 eV. The spin multiplicity is 5. Its expectation value of S² is 6.062. As for the charge: -1. The calculation puts the energy above the lowest of the compared OMol25 structures with the same formula, charge and spin at 0.0 kJ/mol.

Each line ends with the natural charge from an NBO analysis.
CARTESIAN COORDINATES (ANGSTROEM)
1 Cr -0.03 0.57 -0.26  1.0236
2 F -4.20 1.56 -3.44  -0.3096
3 C -3.33 0.57 -3.25  0.7193
4 F -3.87 -0.57 -3.69  -0.3160
5 F -2.25 0.82 -4.02  -0.3217
6 S -2.85 0.39 -1.46  2.2691
7 O -1.49 -0.17 -1.62  -0.9795
8 O -3.92 -0.40 -0.97  -0.8639
9 N -2.89 1.90 -1.05  -1.2316
10 S -1.89 3.10 -0.86  2.2684
11 O -0.83 2.88 0.10  -0.9286
12 O -2.62 4.33 -0.80  -0.9021
13 C -0.92 3.28 -2.42  0.7050
14 F -0.12 2.20 -2.61  -0.3262
15 F -0.12 4.34 -2.29  -0.3059
16 F -1.67 3.44 -3.50  -0.3025
17 Te -1.87 0.31 1.64  -0.1386
18 C -1.34 -0.99 3.19  -0.4667
19 C -0.77 -0.66 4.39  -0.3108
20 C -0.66 -1.76 5.29  -0.2632
21 C -1.15 -2.92 4.76  -0.4588
22 S -1.73 -2.66 3.17  0.4480
23 H -0.44 0.34 4.61  0.2244
24 H -0.24 -1.69 6.29  0.2089
25 H -1.20 -3.90 5.22  0.2223
26 C 4.41 -1.08 -0.14  -1.1026
27 Si 2.57 -0.72 -0.30  1.5748
28 C 1.67 -2.25 0.34  -1.1036
29 C 2.22 -0.59 -2.15  -1.0926
30 C 1.89 0.77 0.54  -1.4255
31 H 4.67 -2.01 -0.66  0.2202
32 H 4.70 -1.19 0.90  0.2291
33 H 5.01 -0.27 -0.57  0.2239
34 H 2.16 -3.17 0.01  0.2243
35 H 0.63 -2.27 0.00  0.2290
36 H 1.64 -2.25 1.43  0.2413
37 H 2.43 -1.53 -2.66  0.2346
38 H 2.84 0.19 -2.61  0.2301
39 H 1.18 -0.34 -2.38  0.2013
40 H 2.38 1.70 0.22  0.2135
41 H 2.01 0.68 1.62  0.2391

[4]
Formula: C13H21N2O10P2Se2Ti
Source: the OMol25 dataset
Level of theory: ωB97M-V/def2-TZVPD

The calculation puts the frontier orbital gap at 6.43 eV. The spin multiplicity is 1. As for the charge: +1. The calculation puts the energy above the lowest of the compared OMol25 structures with the same formula, charge and spin at 0.0 kJ/mol.

Each line ends with the natural charge from an NBO analysis.
CARTESIAN COORDINATES (ANGSTROEM)
1 Ti -0.14 -0.29 -0.46  1.6621
2 C -0.38 -0.81 3.11  -0.7783
3 Se 0.57 -1.73 1.69  0.4997
4 C -0.45 -3.38 1.64  -0.5719
5 C -1.95 -3.17 1.59  -0.5917
6 Se -2.52 -2.08 0.09  0.4293
7 C -2.28 -3.40 -1.31  -0.7699
8 H -0.43 -1.47 3.97  0.2443
9 H -1.38 -0.51 2.79  0.2311
10 H 0.20 0.08 3.36  0.2594
11 H -0.16 -3.95 2.53  0.2529
12 H -0.08 -3.92 0.77  0.2513
13 H -2.32 -2.69 2.49  0.2366
14 H -2.47 -4.13 1.51  0.2556
15 H -2.99 -4.20 -1.13  0.2367
16 H -1.25 -3.76 -1.34  0.2426
17 H -2.50 -2.91 -2.25  0.2541
18 N -1.72 3.96 -1.44  -0.7034
19 C -1.72 3.11 -0.18  -0.6404
20 C -2.41 3.87 0.94  -0.6351
21 P 0.03 2.65 0.10  2.3929
22 O 0.57 3.70 1.16  -0.9876
23 O 0.00 1.27 0.78  -1.1151
24 O 0.69 2.73 -1.23  -1.1058
25 P -2.69 1.62 -0.71  2.4069
26 O -3.16 0.98 0.66  -0.9931
27 O -3.77 2.12 -1.58  -1.0919
28 O -1.63 0.68 -1.31  -1.0958
29 H -1.61 4.95 -1.24  0.4338
30 H -2.62 3.79 -1.94  0.4743
31 H -0.92 3.65 -2.02  0.4812
32 H -1.92 4.83 1.13  0.2333
33 H -2.35 3.29 1.86  0.2576
34 H -3.46 4.05 0.71  0.2380
35 H 1.41 4.11 0.91  0.5347
36 H -4.13 1.01 0.77  0.5366
37 O 5.76 -1.57 -0.17  -0.4785
38 C 6.07 -0.99 -1.30  0.7656
39 O 7.03 -0.81 -1.98  -0.5212
40 C 4.64 -0.79 -1.05  0.0469
41 C 4.11 0.40 -0.40  -0.2549
42 C 2.79 0.59 -0.27  0.0408
43 N 1.83 -0.28 -0.76  -0.6439
44 C 2.33 -1.41 -1.40  0.0296
45 C 3.63 -1.69 -1.58  -0.1642
46 C 1.25 -2.33 -1.83  0.7654
47 O 1.33 -3.46 -2.20  -0.5138
48 O 0.06 -1.70 -1.64  -0.7381
49 H 4.79 1.14 -0.01  0.2417
50 H 2.42 1.46 0.24  0.2001
51 H 3.90 -2.60 -2.09  0.2596

[5]
Formula: CHClO3S
Source: the OMol25 dataset
Level of theory: ωB97M-V/def2-TZVPD

The calculation puts the frontier orbital gap at 10.24 eV. The spin multiplicity is 1. The calculation puts the energy above the lowest of the compared OMol25 structures with the same formula, charge and spin at 44.3 kJ/mol.

Each line ends with the natural charge from an NBO analysis.
CARTESIAN COORDINATES (ANGSTROEM)
1 C -3.38 0.06 0.12  1.0372
2 O -2.95 0.81 0.87  -0.5231
3 O -1.11 -0.21 -0.93  -0.9169
4 O -3.88 -0.69 -0.59  -0.5187
5 S 0.18 -0.87 -0.91  1.1432
6 Cl 0.05 -2.45 0.45  -0.2584
7 H 0.94 -0.09 0.01  0.0367

[6]
Formula: C5H10N2
Source: the OMol25 dataset
Level of theory: ωB97M-V/def2-TZVPD

The calculation puts the frontier orbital gap at 10.00 eV. The spin multiplicity is 1. The calculation puts the energy above the lowest of the compared OMol25 structures with the same formula, charge and spin at 30.4 kJ/mol.

Each line ends with the natural charge from an NBO analysis.
CARTESIAN COORDINATES (ANGSTROEM)
1 C -0.76 -0.80 -0.08  -0.4304
2 C -2.21 -0.45 -0.38  -0.6048
3 C 1.61 0.10 0.00  0.4059
4 C 0.15 0.39 0.09  -0.0608
5 N 2.02 -1.11 0.50  -0.8118
6 C -0.26 1.64 0.29  -0.3703
7 N 2.49 0.84 -0.55  -0.7108
8 H 3.02 -1.22 0.53  0.3997
9 H 1.51 -1.51 1.26  0.3798
10 H 2.11 1.68 -0.98  0.3416
11 H -0.36 -1.41 -0.90  0.2215
12 H -0.72 -1.41 0.82  0.2063
13 H 0.45 2.44 0.42  0.2052
14 H -1.30 1.91 0.34  0.2001
15 H -2.28 0.20 -1.25  0.2101
16 H -2.67 0.06 0.47  0.2036
17 H -2.78 -1.35 -0.58  0.2149

[7]
Formula: C38H86Br6
Source: the OMol25 dataset
Level of theory: ωB97M-V/def2-TZVPD

The calculation puts the frontier orbital gap at 9.40 eV. The spin multiplicity is 1.

Each line ends with the Löwdin charge.
CARTESIAN COORDINATES (ANGSTROEM)
1 C 6.48 1.92 -0.98  -1.4175
2 Br 5.22 2.16 -2.53  0.5770
3 Br 6.91 3.66 0.00  0.5061
4 Br 8.16 1.20 -1.74  0.5284
5 H 6.08 1.11 -0.37  -0.0733
6 C 2.43 -2.02 0.16  -1.4404
7 Br 2.75 -3.85 0.90  0.5424
8 Br 1.96 -2.47 -1.70  0.6116
9 Br 3.98 -0.81 0.16  0.6470
10 H 1.67 -1.57 0.79  -0.0331
11 C 3.00 2.42 1.47  -0.1335
12 C 2.97 2.82 0.06  -0.3449
13 C 1.91 3.82 -0.35  -0.1984
14 C 2.20 5.33 -0.32  -0.1789
15 C 1.42 6.20 -1.37  -0.2357
16 C 0.04 6.65 -0.82  -0.1202
17 H 1.96 2.31 1.78  0.0706
18 H 3.41 3.31 1.95  0.0840
19 H 3.56 1.54 1.77  0.0256
20 H 3.95 3.08 -0.35  0.0180
21 H 2.82 1.83 -0.36  0.0363
22 H 1.00 3.64 0.21  0.1071
23 H 1.73 3.55 -1.39  0.0898
24 H 1.93 5.68 0.68  0.1063
25 H 3.28 5.40 -0.49  0.1023
26 H 1.93 7.09 -1.74  0.0934
27 H 1.19 5.72 -2.32  0.0885
28 H -0.45 5.83 -0.30  0.0631
29 H 0.21 7.47 -0.12  0.0634
30 H -0.69 7.08 -1.51  0.0629
31 C -5.54 0.24 3.25  -0.0954
32 C -4.94 1.65 3.65  -0.2443
33 C -3.55 1.97 3.06  -0.2230
34 C -2.31 1.27 3.73  -0.1936
35 C -0.94 1.30 2.99  -0.2164
36 C -0.93 0.19 1.92  -0.1128
37 H -6.09 0.38 2.32  0.0602
38 H -6.34 -0.01 3.94  0.0570
39 H -4.85 -0.61 3.22  0.0615
40 H -5.52 2.47 3.24  0.0946
41 H -5.03 1.75 4.73  0.0959
42 H -3.37 3.04 3.08  0.0987
43 H -3.60 1.88 1.98  0.0958
44 H -2.21 1.75 4.70  0.1002
45 H -2.62 0.25 3.97  0.0953
46 H -0.83 2.29 2.54  0.0978
47 H -0.06 1.11 3.61  0.0796
48 H -0.02 0.24 1.31  0.0392
49 H -0.94 -0.79 2.41  0.0675
50 H -1.66 0.11 1.11  0.0486
51 C -3.29 1.30 -2.54  -0.1159
52 C -2.47 0.84 -1.35  -0.2614
53 C -0.99 0.44 -1.63  -0.1652
54 C -0.22 1.34 -2.64  -0.2183
55 C 1.21 0.89 -2.84  -0.2997
56 C 1.87 1.62 -4.00  -0.1020
57 H -4.28 1.67 -2.27  0.0742
58 H -3.42 0.41 -3.16  0.0672
59 H -2.79 2.09 -3.09  0.0657
60 H -2.46 1.69 -0.66  0.0936
61 H -3.14 0.12 -0.88  0.0935
62 H -0.93 -0.56 -2.05  0.0911
63 H -0.31 0.44 -0.78  0.0775
64 H -0.71 1.44 -3.61  0.0913
65 H -0.18 2.39 -2.38  0.1057
66 H 1.81 0.80 -1.93  0.0731
67 H 1.30 -0.15 -3.15  0.0292
68 H 1.49 1.25 -4.95  0.0647
69 H 1.67 2.69 -3.93  0.0727
70 H 2.94 1.39 -3.98  0.0153
71 C 2.70 -0.81 3.61  -0.1360
72 C 2.41 -1.19 5.02  -0.2610
73 C 2.21 -0.02 5.99  -0.2515
74 C 2.19 -0.46 7.44  -0.2211
75 C 2.27 0.75 8.40  -0.2887
76 C 2.37 0.45 9.84  -0.1285
77 H 1.98 -0.14 3.14  0.0550
78 H 2.92 -1.72 3.05  0.0304
79 H 3.59 -0.17 3.60  0.0719
80 H 1.76 -2.06 5.07  0.1162
81 H 3.37 -1.47 5.45  0.1043
82 H 1.26 0.50 5.82  0.1033
83 H 3.00 0.73 5.89  0.1169
84 H 1.23 -0.98 7.44  0.1149
85 H 2.94 -1.24 7.60  0.1110
86 H 3.13 1.40 8.22  0.1033
87 H 1.51 1.44 8.02  0.1062
88 H 1.55 -0.22 10.09  0.0760
89 H 3.27 -0.16 9.98  0.0732
90 H 2.56 1.30 10.50  0.0755
91 C -0.95 -4.25 1.77  -0.0968
92 C -1.57 -3.43 0.60  -0.2688
93 C -2.41 -4.30 -0.32  -0.2300
94 C -2.59 -3.77 -1.75  -0.2425
95 C -3.53 -4.61 -2.62  -0.2083
96 C -2.71 -5.80 -3.33  -0.0786
97 H -1.70 -4.86 2.27  0.0726
98 H -0.49 -3.47 2.37  0.0530
99 H -0.26 -5.02 1.43  0.0496
100 H -2.22 -2.60 0.89  0.0941
101 H -0.97 -2.74 0.02  0.0805
102 H -3.40 -4.49 0.08  0.1142
103 H -1.88 -5.24 -0.44  0.1113
104 H -3.00 -2.76 -1.74  0.1010
105 H -1.60 -3.74 -2.21  0.0861
106 H -4.30 -5.04 -1.97  0.0898
107 H -4.03 -3.92 -3.30  0.0946
108 H -1.85 -5.28 -3.76  0.0334
109 H -2.24 -6.63 -2.81  0.0652
110 H -3.21 -6.27 -4.18  0.0561
111 C -2.23 0.25 -6.88  -0.1165
112 C -1.90 -1.03 -6.16  -0.2522
113 C -0.45 -0.97 -5.68  -0.2288
114 C -0.02 -2.18 -4.85  -0.2114
115 C 0.12 -3.46 -5.79  -0.2294
116 C 0.82 -4.64 -5.09  -0.1223
117 H -2.54 0.96 -6.11  0.0623
118 H -3.03 0.19 -7.61  0.0697
119 H -1.36 0.72 -7.35  0.0740
120 H -2.60 -1.27 -5.35  0.1073
121 H -1.94 -1.80 -6.93  0.0998
122 H -0.20 -0.15 -5.01  0.0707
123 H 0.25 -0.92 -6.51  0.1173
124 H 0.84 -1.89 -4.25  0.0432
125 H -0.72 -2.41 -4.05  0.0854
126 H -0.80 -3.77 -6.30  0.0997
127 H 0.86 -3.25 -6.55  0.0964
128 H 0.39 -5.55 -5.52  0.0652
129 H 1.88 -4.76 -5.28  0.0695
130 H 0.57 -4.54 -4.04  0.0456

[8]
Formula: C18H40BBrN3O5
Source: the OMol25 dataset
Level of theory: ωB97M-V/def2-TZVPD

The calculation puts the frontier orbital gap at 7.51 eV. The spin multiplicity is 1. As for the charge: -1. The calculation puts the energy above the lowest of the compared OMol25 structures with the same formula, charge and spin at 679.3 kJ/mol.

Each line ends with the natural charge from an NBO analysis.
CARTESIAN COORDINATES (ANGSTROEM)
1 C 4.05 0.59 2.21  -0.3197
2 C 3.66 -0.13 1.04  -0.0210
3 C 2.94 -0.42 -0.44  -0.4744
4 C 1.33 0.03 -0.42  0.2528
5 C 0.64 -1.28 0.27  -0.4435
6 C -0.84 -1.00 0.94  -0.4272
7 C -2.08 -1.31 -0.12  -0.4296
8 C -3.54 -0.74 0.39  -0.4125
9 C -3.57 0.88 0.67  -0.2438
10 N -5.04 1.30 0.83  -0.8572
11 O 1.42 1.30 0.38  -0.7854
12 B 1.70 2.48 -0.52  0.5950
13 Br 3.65 3.08 -0.56  -0.3701
14 O 1.58 1.89 -1.89  -0.7501
15 C 0.69 0.68 -1.79  0.3433
16 O -0.64 1.32 -1.74  -0.7419
17 H 4.19 1.20 3.23  0.2740
18 H 2.92 -1.59 -0.60  0.2089
19 H 3.55 0.15 -1.28  0.2840
20 H 0.55 -2.18 -0.51  0.2090
21 H 1.33 -1.68 1.16  0.2326
22 H -1.00 -1.79 1.82  0.1985
23 H -0.93 0.06 1.46  0.2229
24 H -1.80 -0.95 -1.20  0.2231
25 H -2.19 -2.49 -0.19  0.1983
26 H -4.39 -1.03 -0.36  0.2099
27 H -3.79 -1.27 1.42  0.1958
28 H -3.19 1.41 -0.30  0.1825
29 H -2.97 1.16 1.65  0.2146
30 H -5.07 2.05 1.58  0.3550
31 H -5.32 1.82 -0.05  0.3515
32 H 1.13 3.48 -0.30  -0.1188
33 H 0.81 0.01 -2.76  0.1574
34 H -1.04 1.25 -0.82  0.4789
35 C 1.27 -4.29 -5.47  -0.6157
36 C 0.01 -4.88 -4.84  -0.0788
37 C -1.25 -4.02 -5.08  -0.0741
38 O -1.33 -2.85 -4.26  -0.5482
39 C -0.60 -1.74 -4.75  -0.2534
40 N 0.26 -5.09 -3.40  -0.8256
41 H 1.67 -3.44 -4.92  0.2110
42 H 2.07 -5.05 -5.50  0.2159
43 H 1.08 -3.98 -6.50  0.2003
44 H -0.16 -5.86 -5.31  0.1820
45 H -2.12 -4.63 -4.81  0.1789
46 H -1.37 -3.76 -6.14  0.1617
47 H -0.60 -1.69 -5.84  0.1640
48 H 0.42 -1.77 -4.36  0.1681
49 H -1.07 -0.83 -4.36  0.2063
50 H -0.55 -5.57 -3.00  0.3485
51 H 0.24 -4.17 -2.95  0.3616
52 C -0.45 2.86 5.62  -0.6123
53 C 0.18 2.32 4.34  -0.0805
54 C 1.70 2.58 4.25  -0.0808
55 O 2.05 3.92 3.90  -0.5382
56 C 2.06 4.83 4.99  -0.2459
57 N -0.53 2.88 3.18  -0.8463
58 H -0.56 3.94 5.61  0.1983
59 H -1.45 2.43 5.76  0.2110
60 H 0.15 2.59 6.50  0.1951
61 H 0.03 1.23 4.34  0.1889
62 H 2.10 1.95 3.44  0.2185
63 H 2.22 2.27 5.16  0.1484
64 H 2.39 4.35 5.92  0.1606
65 H 1.06 5.26 5.12  0.1596
66 H 2.74 5.64 4.75  0.1864
67 H -0.17 2.45 2.33  0.3839
68 H -0.25 3.86 3.10  0.3575

Number 1: E -702.390884 hartree. Number 2: E -153.470401 hartree. Number 3: E -4140.960368 hartree. Number 4: E -7705.031773 hartree. Number 5: E -1122.802007 hartree. Number 6: E -306.012275 hartree. Number 7: E -16943.350311 hartree. Number 8: E -3848.980704 hartree.